{"formula": "C9H14O", "method": "wB97M-V/def2-TZVPD", "e_tot_ha": -426.556935, "charge": 0, "orbital_gap_ha": 0.3425, "e_lumo_ev": 0.846, "species": ["C", "C", "C", "C", "C", "O", "C", "C", "H", "H", "H", "H", "H", "H", "H", "H", "C", "C", "H", "H", "H", "H", "H", "H"], "coordinates": [[3.09435, 2.88501, -0.82381], [2.09558, 1.76167, -0.71524], [1.15097, 1.55175, -1.70433], [0.13473, 0.59759, -1.57818], [-0.00260, -0.06337, -0.38283], [-0.88122, -1.09592, -0.17319], [0.90587, 0.17216, 0.65208], [1.94882, 1.04382, 0.47536], [4.10152, 2.47478, -0.71275], [2.91599, 3.60483, -0.02294], [3.02128, 3.48856, -1.71873], [1.23944, 2.08682, -2.64686], [-0.50770, 0.40314, -2.42928], [-1.09079, -1.54172, -1.00166], [0.81853, -0.43158, 1.54979], [2.67490, 1.22396, 1.25727], [-3.36627, -2.82619, 2.50450], [-3.46246, -2.75803, 0.97585], [-3.46936, -3.87655, 2.80750], [-2.35142, -2.60041, 2.83577], [-4.24274, -2.35398, 2.93623], [-2.60330, -3.22048, 0.48061], [-3.42123, -1.70757, 0.67458], [-4.38406, -3.20760, 0.59304]], "forces_ev_per_a": [[0.2, -0.3, 0.6], [-0.8, 0.7, -0.1], [0.1, -0.4, -0.4], [0.2, 0.6, -0.2], [0.6, -0.8, 0.2], [-0.3, 0.0, 0.0], [-0.1, -0.5, 0.1], [0.3, 0.5, -0.2], [0.1, 0.3, -0.1], [0.2, -0.1, 0.2], [0.0, -0.3, -0.5], [0.0, 0.0, 0.1], [-0.1, -0.1, 0.1], [0.0, 0.2, 0.0], [0.0, 0.1, 0.0], [0.0, -0.1, 0.2], [-0.1, -1.9, -0.8], [0.3, 0.5, 0.0], [-0.1, 0.0, -0.1], [-0.4, 0.9, 0.3], [0.5, 0.7, 0.5], [-0.1, -0.2, 0.2], [-0.2, -0.1, -0.1], [0.1, 0.1, 0.1]]}

***

{"formula": "C9H14O", "method": "wB97M-V/def2-TZVPD", "e_tot_ha": -426.509063, "charge": 0, "orbital_gap_ha": 0.3375, "e_lumo_ev": 0.861, "species": ["C", "C", "C", "C", "C", "O", "C", "C", "H", "H", "H", "H", "H", "H", "H", "H", "C", "C", "H", "H", "H", "H", "H", "H"], "coordinates": [[-1.89352, 1.85990, 0.61811], [-0.89289, 1.15801, -0.16193], [-1.18619, 0.24376, -1.18233], [-0.27188, -0.19457, -2.09091], [0.99611, 0.31627, -2.05496], [2.01488, -0.03709, -2.91532], [1.46699, 1.07867, -0.96303], [0.50892, 1.41828, 0.02003], [-1.59795, 2.84466, 0.84468], [-2.05689, 1.19825, 1.55097], [-2.86851, 1.90154, 0.02313], [-2.25048, 0.16618, -1.43559], [-0.32628, -1.00921, -2.93557], [1.55771, -0.25908, -3.76458], [2.43365, 1.47077, -0.91263], [0.82096, 1.87876, 0.98079], [0.64051, -2.21122, 1.23106], [0.22769, -1.22596, 2.30084], [1.20614, -1.84062, 0.33070], [1.31201, -2.90776, 1.71094], [-0.20920, -2.84083, 1.17872], [-0.19960, -0.43528, 1.79116], [1.13137, -0.85470, 2.83669], [-0.56359, -1.71873, 2.99902]], "forces_ev_per_a": [[-2.7, -2.3, 0.8], [3.4, -1.1, -1.9], [-2.4, 1.7, 0.3], [1.7, -2.1, -2.7], [2.5, 0.5, 1.7], [-1.5, -0.3, -1.6], [-3.7, -0.2, 0.7], [-0.2, -0.1, -0.1], [0.3, 1.1, 0.6], [-0.2, 1.5, -1.0], [1.2, -0.1, 1.0], [0.3, -0.6, 0.3], [-1.0, 1.6, 1.7], [0.9, 0.1, 0.8], [1.5, 0.1, 0.0], [-0.1, 0.1, -0.9], [1.4, -0.5, 0.8], [0.6, -1.2, 1.6], [-1.3, -0.2, 0.7], [0.7, -0.3, 0.1], [-1.0, -0.6, -1.7], [-1.2, 1.9, -0.5], [-0.9, -0.2, 0.0], [1.6, 1.0, -1.0]]}

***

{"formula": "C9H14O", "method": "wB97M-V/def2-TZVPD", "e_tot_ha": -426.237425, "charge": 0, "multiplicity": 3, "orbital_gap_ha": [0.1693, 0.2126], "e_lumo_ev": [0.923, -2.412], "species": ["C", "C", "C", "C", "C", "C", "C", "C", "C", "O", "H", "H", "H", "H", "H", "H", "H", "H", "H", "H", "H", "H", "H", "H"], "coordinates": [[1.52315, -2.12624, -0.64075], [1.05945, 2.01617, -1.42643], [0.58217, -1.07035, -1.10511], [1.11673, 1.65313, -0.20452], [-1.85512, 0.05027, 1.37625], [-0.56546, -0.78782, 1.05893], [-2.42460, 0.37165, -0.09657], [-0.32782, -0.48812, -0.37508], [1.57446, 1.49247, 0.99481], [-1.24899, 0.39868, -0.96260], [1.19675, -2.68926, 0.23906], [2.55075, -1.67307, -0.21515], [1.85637, 2.57386, -1.98778], [0.15848, 2.03894, -1.95500], [0.78981, -0.79940, -2.19309], [-2.51550, -0.35406, 2.01668], [-1.72256, 1.01472, 1.87463], [0.26321, -0.57158, 1.56799], [-0.86081, -1.87449, 1.02018], [-3.15040, -0.43510, -0.34593], [-3.10473, 1.21753, -0.15791], [1.87117, -2.74331, -1.49011], [1.73700, 0.50856, 1.28396], [1.49650, 2.27679, 1.72352]], "forces_ev_per_a": [[2.2, 1.0, 0.9], [1.2, 2.3, -3.7], [4.6, -2.7, -5.3], [-0.8, -2.1, 1.0], [2.2, 2.6, -3.3], [-5.6, -1.1, -2.9], [-0.2, -1.7, 1.6], [-3.0, 5.4, 2.1], [0.6, 1.1, 1.9], [-1.3, -1.8, 1.2], [-0.3, -0.2, -0.4], [-1.8, -0.4, -0.9], [-0.4, 0.0, 0.8], [-1.4, -0.9, -1.0], [-0.8, 0.0, 1.6], [-2.5, -2.3, 1.7], [1.0, 0.1, -0.3], [3.1, 0.5, 2.5], [0.5, 0.7, 0.8], [0.9, -0.1, -0.4], [0.9, 0.8, -0.1], [-0.4, 0.0, 0.6], [0.1, -1.6, 1.3], [0.9, 0.4, 0.3]]}

***

{"formula": "C9H14O2P2", "method": "wB97M-V/def2-TZVPD", "e_tot_ha": -1184.422452, "charge": 0, "orbital_gap_ha": [0.2721, 0.2721], "e_lumo_ev": [0.207, 0.207], "species": ["C", "C", "C", "C", "P", "O", "C", "C", "C", "O", "P", "C", "C", "H", "H", "H", "H", "H", "H", "H", "H", "H", "H", "H", "H", "H", "H"], "coordinates": [[3.66707, 0.90448, -0.39614], [2.24828, 0.51863, -0.15416], [1.16300, 1.33917, -0.47718], [-0.19286, 0.76750, -0.38666], [-0.87573, 1.40153, 1.23974], [-1.80750, 0.41866, 1.85681], [-0.36570, -0.66408, -0.30008], [-1.70260, -1.12508, -0.34145], [-2.03136, -2.54437, -0.22812], [-2.71647, -0.38837, -0.91094], [-3.29716, 1.11676, -0.65226], [0.70774, -1.42026, 0.25780], [1.95696, -0.82473, 0.42839], [4.30285, 0.98458, 0.51436], [4.17330, 0.19034, -1.07814], [3.69767, 1.87215, -0.94477], [1.29763, 2.37431, -0.76025], [-0.88574, 1.13644, -1.10137], [-1.26017, 2.83299, 0.95814], [0.33957, 1.72509, 1.86144], [-2.49799, -2.89983, -1.24559], [-1.11142, -3.02789, -0.03775], [-2.77650, -2.75437, 0.50530], [-3.92573, 1.14688, -1.80092], [-4.44192, 0.63410, -0.13527], [0.51805, -2.42729, 0.64233], [2.79916, -1.41018, 0.60083]], "forces_ev_per_a": [[0.8, 0.7, -0.4], [-2.6, 0.7, 0.1], [2.8, -2.1, 0.1], [-0.1, 1.6, 1.0], [0.2, 1.4, -0.5], [-0.2, 0.8, 0.4], [-3.2, -1.7, 0.5], [2.6, 1.2, -1.5], [-1.3, -0.3, -2.4], [1.2, -1.4, 0.0], [1.4, 0.6, 2.0], [2.1, 0.6, 1.0], [-2.6, 0.5, -2.3], [-0.5, -0.1, -0.5], [-0.4, 0.1, 0.4], [0.0, -0.5, 0.5], [0.1, 0.0, -0.3], [-0.2, 0.8, -1.0], [0.0, -1.7, 0.3], [-0.1, -0.4, 0.6], [1.0, 0.5, 1.8], [0.5, -1.1, 0.2], [-0.5, -0.1, 0.8], [-1.1, 0.4, -2.8], [-1.6, -0.1, 1.3], [0.4, 0.3, -0.3], [1.2, -1.0, 0.9]]}

***

{"formula": "C9H14S", "method": "wB97M-V/def2-TZVPD", "e_tot_ha": -749.505549, "charge": 0, "orbital_gap_ha": 0.3633, "e_lumo_ev": 0.909, "species": ["C", "C", "C", "C", "C", "C", "C", "H", "H", "H", "H", "H", "H", "H", "H", "C", "C", "S", "H", "H", "H", "H", "H", "H"], "coordinates": [[1.55941, 2.71846, -1.84705], [1.41645, 1.57948, -0.87864], [1.27733, 0.27209, -1.33091], [1.06923, -0.77344, -0.43202], [1.14082, -0.50338, 0.91864], [1.23784, 0.79801, 1.40818], [1.35727, 1.83318, 0.48992], [2.55125, 3.16909, -1.78082], [0.87370, 3.54488, -1.64323], [1.45264, 2.42064, -2.88168], [1.33525, 0.07995, -2.39291], [0.84653, -1.75118, -0.84646], [1.11119, -1.27603, 1.66119], [1.15106, 0.95019, 2.47783], [1.50779, 2.85807, 0.80442], [-2.37313, -0.82313, 0.42553], [-2.55565, -2.22277, 1.03275], [-1.61002, -3.57571, 0.31413], [-2.10987, -0.81219, -0.63048], [-1.61406, -0.27246, 0.97450], [-3.28739, -0.24989, 0.57311], [-2.39139, -2.13527, 2.10202], [-3.58853, -2.52228, 0.86301], [-0.35772, -3.30631, 0.61895]], "forces_ev_per_a": [[0.5, 0.5, 0.1], [-0.3, -0.1, -0.1], [-0.2, 0.1, 0.3], [0.4, 0.4, -0.6], [-0.2, 0.1, 0.6], [-0.1, -0.2, -0.7], [0.3, 0.1, 0.2], [0.2, -0.1, 0.1], [-0.2, -0.2, 0.0], [-0.2, -0.2, -0.2], [-0.2, -0.1, -0.1], [0.3, -0.1, 0.3], [-0.3, -0.6, 0.1], [0.3, 0.2, -0.1], [-0.2, 0.1, 0.2], [0.1, 0.1, 0.4], [0.0, 0.9, -0.3], [-0.7, -0.7, -0.5], [-0.1, -0.2, 0.0], [0.3, 0.0, -0.1], [-0.2, 0.0, -0.1], [-0.1, -0.3, 0.2], [0.0, -0.3, 0.1], [0.5, 0.5, 0.4]]}

***

{"formula": "C9H14Si", "method": "wB97M-V/def2-TZVPD", "e_tot_ha": -640.754449, "charge": 0, "orbital_gap_ha": 0.3536, "e_lumo_ev": 0.820, "species": ["C", "C", "C", "Si", "C", "C", "C", "C", "C", "C", "H", "H", "H", "H", "H", "H", "H", "H", "H", "H", "H", "H", "H", "H"], "coordinates": [[-1.33317, -1.23636, -0.87822], [-0.83678, -0.00949, -0.15313], [-1.18069, 1.27193, -0.99899], [-1.53512, 0.03170, 1.63880], [0.69152, -0.01499, 0.00574], [1.38336, -1.19689, -0.05258], [2.77372, -1.23836, 0.02702], [3.48114, -0.02558, 0.22941], [2.75604, 1.08628, 0.34190], [1.42778, 1.17522, 0.04618], [-2.38489, -1.00043, -1.10385], [-0.85557, -1.36546, -1.92255], [-1.24340, -2.10721, -0.29706], [-2.01947, 1.77164, -0.45452], [-0.35108, 1.96192, -1.16833], [-1.46676, 0.98484, -2.00111], [-2.64261, -0.80196, 1.55579], [-2.05833, 1.34222, 2.05983], [-0.67111, -0.63144, 2.44224], [0.91809, -2.12453, -0.16889], [3.40403, -2.15347, 0.04031], [4.51794, 0.14528, 0.45057], [3.22567, 1.92305, 0.74461], [0.90124, 2.07847, 0.03413]], "forces_ev_per_a": [[-0.5, 1.3, -2.4], [1.9, 1.6, -0.3], [-1.0, -0.1, 1.0], [-0.8, 1.7, -2.5], [-0.6, 0.8, -1.4], [2.2, -0.3, 0.3], [1.8, 0.6, 0.3], [-0.2, -2.4, 0.3], [-0.8, 1.8, -0.3], [-0.9, -2.1, 1.1], [0.1, -0.7, 0.2], [-0.4, 0.1, 1.7], [-0.1, -1.3, 0.5], [0.5, 0.1, -1.0], [-0.4, -0.1, 0.4], [-0.5, -0.2, -0.2], [-1.9, -1.2, 0.0], [0.4, 0.2, 0.2], [2.0, -1.0, 2.0], [-0.9, -1.2, -0.1], [-1.0, 0.4, -0.3], [0.5, -1.0, -0.1], [0.9, 1.7, 0.1], [-0.2, 1.3, 0.3]]}

***

{"formula": "C9H15BClF8N3O6", "method": "wB97M-V/def2-TZVPD", "e_tot_ha": -2251.028277, "charge": 0, "orbital_gap_ha": 0.1213, "e_lumo_ev": -4.262, "species": ["C", "B", "O", "N", "C", "C", "O", "C", "C", "F", "F", "C", "F", "F", "C", "F", "F", "C", "F", "F", "C", "N", "N", "H", "H", "H", "H", "H", "H", "H", "H", "H", "H", "H", "H", "H", "H", "H", "O", "Cl", "O", "O", "O"], "coordinates": [[-4.56591, -1.07380, 1.06066], [-3.28038, -2.07537, 0.81419], [-3.23181, -3.31100, 1.66630], [-2.14222, -1.85852, -0.16553], [-0.93797, -0.96421, 0.02680], [-0.87965, -0.16983, 1.45945], [0.52133, 0.34771, 1.58826], [0.69891, 1.58007, 0.80494], [1.90545, 1.51283, -0.31679], [2.12140, 2.91492, -0.83698], [1.38477, 0.72887, -1.45927], [3.35636, 1.02362, 0.26617], [3.33675, 1.34439, 1.74270], [4.39450, 1.84425, -0.44297], [3.72891, -0.54775, -0.00672], [2.68770, -1.44608, 0.57107], [3.82702, -0.90275, -1.47025], [5.16744, -1.03387, 0.65164], [6.04423, -1.55013, -0.46543], [5.93871, 0.05114, 1.29978], [-2.18265, -2.59338, -1.35375], [-1.14001, -3.71951, -1.47609], [-3.16044, -2.30247, -2.49327], [-4.54982, -0.14511, 0.34734], [-5.54346, -1.68797, 0.81035], [-4.64066, -0.77051, 2.21021], [-2.24281, -3.50446, 1.80499], [-0.94551, -0.13132, -0.81893], [0.06191, -1.59342, -0.07552], [-1.03236, -0.86779, 2.40941], [-1.67007, 0.69425, 1.44211], [0.96939, 2.46640, 1.53388], [-0.29822, 1.90581, 0.24883], [5.00263, -1.98291, 1.35640], [-0.23418, -3.25768, -1.74236], [-1.44958, -4.42272, -2.18251], [-2.58012, -1.93731, -3.30663], [-3.78004, -1.47259, -2.25032], [-0.93760, 6.98390, -0.56100], [-0.13199, 5.78173, -0.65043], [1.13827, 6.00043, 0.01378], [0.10114, 5.45854, -2.04464], [-0.82937, 4.68361, -0.00987]], "forces_ev_per_a": [[-0.3, -0.3, -0.2], [-1.5, -1.4, 2.8], [2.3, 3.3, -2.1], [-1.0, -1.2, -2.1], [2.0, 0.9, -0.1], [0.6, -0.3, 0.1], [-2.3, 0.5, -1.5], [0.0, 1.9, -0.2], [-1.5, 2.3, -1.0], [-0.8, -4.7, 1.7], [1.9, 1.6, 2.8], [0.8, 1.9, -0.5], [0.4, -1.3, -4.8], [-3.0, -3.0, 2.7], [0.3, -1.8, -1.0], [2.8, 2.7, -1.7], [-0.9, 1.6, 4.7], [2.4, -0.6, -0.8], [-2.5, 1.7, 3.3], [-2.7, -3.3, -2.0], [1.0, 0.0, -1.1], [-2.6, 3.3, -1.3], [2.7, 0.9, 3.1], [-0.1, -1.6, 1.6], [1.8, 1.2, 0.6], [0.2, -0.6, -2.6], [-2.1, -0.1, -0.5], [0.1, -1.8, 1.7], [-2.0, 1.3, 0.3], [0.3, 1.4, -2.2], [1.5, -1.6, 0.2], [-0.4, -1.8, -1.5], [2.3, -0.6, 0.9], [0.5, 2.5, -1.3], [-0.8, -0.9, 0.6], [0.5, 1.1, 0.3], [-0.7, -1.3, 1.0], [0.9, -1.5, 0.1], [0.2, -0.5, 0.0], [0.4, 0.9, -0.4], [-0.3, -0.2, -0.1], [-0.1, -0.1, 0.3], [-0.1, -0.5, 0.2]]}

***

{"formula": "C9H15BeO5", "method": "wB97M-V/def2-TZVPD", "e_tot_ha": -742.658462, "charge": 0, "multiplicity": 2, "orbital_gap_ha": [0.2524, 0.2183], "e_lumo_ev": [0.276, -0.626], "species": ["C", "O", "C", "C", "O", "C", "C", "O", "H", "H", "H", "H", "H", "H", "H", "H", "H", "O", "C", "C", "O", "C", "C", "Be", "H", "H", "H", "H", "H", "H"], "coordinates": [[-1.98528, 2.14034, -0.65360], [-1.64114, 0.84545, -0.17103], [-1.89058, -0.23912, -0.99185], [-1.83522, -1.46709, -0.13863], [-0.54887, -1.34093, 0.47501], [0.17657, -2.46586, 0.86391], [1.29139, -1.97428, 1.73381], [1.41112, -0.79573, 2.00862], [-1.57674, 2.29051, -1.66271], [-3.07870, 2.22245, -0.70391], [-1.52781, 2.84732, 0.04632], [-2.57977, -0.10522, -1.82664], [-2.57525, -1.51190, 0.67735], [-1.92667, -2.35786, -0.77457], [-0.46892, -3.13906, 1.45421], [2.00529, -2.72701, 2.11142], [0.61285, -2.99238, -0.00198], [-0.18106, 1.88068, 1.80094], [0.82292, 2.47798, 1.00885], [1.15125, 1.58382, -0.16477], [2.37252, 0.83899, -0.11231], [2.41425, -0.26644, -0.88974], [1.34735, -0.96362, -1.31962], [0.02276, 0.35865, 0.69625], [1.73914, 2.71614, 1.59424], [0.42676, 3.42805, 0.58540], [0.92406, 1.96481, -1.17200], [3.44824, -0.57195, -1.08293], [1.58543, -1.85717, -1.90358], [0.06411, -0.81954, -1.48650]], "forces_ev_per_a": [[0.2, 0.5, -0.4], [-0.4, -1.7, -0.9], [-1.0, 0.7, 0.9], [-0.2, 0.0, -0.7], [-0.3, 0.6, 1.1], [-0.2, -0.5, 0.2], [0.5, 1.0, 0.4], [-0.4, -1.0, -0.5], [0.0, -0.1, 0.3], [0.3, 0.0, 0.2], [-0.3, -0.3, -0.1], [0.2, -0.1, 0.2], [0.0, 0.1, -0.3], [0.3, 0.1, 0.3], [0.2, 0.0, -0.2], [-0.1, 0.1, 0.0], [-0.3, 0.1, 0.3], [0.5, -2.2, -1.0], [0.4, 0.5, 0.0], [-2.2, -2.4, 0.5], [1.9, 0.1, -1.2], [-0.9, 1.4, 1.1], [-2.8, -0.7, -2.3], [-0.1, 3.3, 1.1], [-0.3, 0.0, -0.2], [0.3, 0.0, 0.2], [0.5, 0.0, 0.2], [-0.5, -0.2, 0.2], [0.3, 0.1, 0.1], [4.3, 0.5, 0.5]]}